# 1
C6H6 in the gas phase, computed with ωB97M-V/def2-TZVPD.

Positions of all 12 atoms, in Å:
C (-0.89578, -1.21130, -0.49952)
C (-0.70129, -0.28399, -1.45256)
C (0.29921, 0.74516, -1.16650)
C (0.58953, 0.98276, 0.13164)
C (0.25910, 0.02150, 1.23769)
C (-0.50710, -1.21794, 0.76841)
H (-1.38187, -0.12977, -2.28575)
H (0.58228, 1.45940, -1.93714)
H (1.13302, 1.88614, 0.41248)
H (0.00444, 0.51601, 2.18242)
H (1.20042, -0.51063, 1.42348)
H (-0.32661, -2.10154, 1.37335)

**F_max**: 0.39 eV Å⁻¹
**Orbital gap (spin up / spin down)**: 7.822 / 7.826 eV
**ΔE to the lowest compared entry with this formula, charge and spin**: 88.5 kcal/mol
**LUMO energy (spin up / spin down)**: 0.0 / 0.0 eV
**E_HOMO (spin up / spin down)**: -7.845 / -7.851 eV

---

# 2
2 unconnected molecules or ions with the total composition C6H6 at a distorted geometry, computed with ωB97M-V/def2-TZVPD.

Positions of all 12 atoms, in Å:
C (-2.96223, 0.70256, 0.26509)
C (-1.76950, 0.48006, 0.08315)
C (0.99327, 0.77805, -0.12092)
C (1.44195, 2.05621, -0.13161)
C (0.42093, -0.29635, -0.00906)
C (0.19502, -1.70846, -0.04812)
H (-3.99101, 1.12197, 0.46183)
H (1.36476, 2.51699, -1.16536)
H (1.81022, 2.59169, 0.83570)
H (0.26431, -2.18270, 0.96168)
H (0.92446, -2.10560, -0.75545)
H (-0.92139, -1.78250, -0.36935)

**F_max**: 6.03 eV Å⁻¹
**Orbital gap (spin up / spin down)**: 7.811 / 7.810 eV
**ΔE to the lowest compared entry with this formula, charge and spin**: 184.1 kcal/mol
**LUMO energy (spin up / spin down)**: -1.3 / -1.3 eV
**E_HOMO (spin up / spin down)**: -9.159 / -9.159 eV

---

# 3
C6H6 in the gas phase at a distorted geometry, computed with ωB97M-V/def2-TZVPD.

Positions of all 12 atoms, in Å:
C (0.70082, -0.06154, -0.90999)
C (-0.36706, -0.89608, -0.29772)
C (0.92579, -0.67735, 0.47684)
C (0.76259, 0.66490, 1.13657)
C (0.10613, 1.13750, -0.13211)
C (-1.12726, 0.30400, 0.30791)
H (1.30820, -0.17850, -1.79993)
H (-0.72381, -1.86954, -0.62780)
H (1.57531, -1.47753, 0.80824)
H (-1.06119, 0.24876, 1.42338)
H (0.03642, 2.18033, -0.44255)
H (-2.13592, 0.62505, 0.05717)

**F_max**: 1.21 eV Å⁻¹
**Orbital gap**: 8.710 eV
**ΔE to the lowest compared entry with this formula, charge and spin**: 150.9 kcal/mol
**LUMO energy**: 0.7 eV
**E_HOMO**: -8.047 eV

---

# 4
C6H6 in the gas phase, computed with ωB97M-V/def2-TZVPD.

Positions of all 12 atoms, in Å:
C (-0.14256, 1.64475, 0.29667)
C (1.12752, 1.15206, 0.12275)
C (1.35919, -0.23652, -0.18300)
C (0.34147, -1.12756, -0.04698)
C (-1.04327, -0.64963, 0.02898)
C (-1.21971, 0.84765, 0.27590)
H (2.00585, 1.74989, 0.36185)
H (2.38234, -0.59509, -0.27852)
H (0.53273, -2.19960, -0.02647)
H (-1.79080, -1.37044, 0.37365)
H (-1.31208, -0.39395, -1.01636)
H (-2.24068, 1.17843, 0.09154)

**F_max**: 0.67 eV Å⁻¹
**Orbital gap (spin up / spin down)**: 7.657 / 7.085 eV
**ΔE to the lowest compared entry with this formula, charge and spin**: 98.1 kcal/mol
**LUMO energy (spin up / spin down)**: -0.2 / -0.2 eV
**E_HOMO (spin up / spin down)**: -7.890 / -7.330 eV

---

# 5
C6H6 in the gas phase, computed with ωB97M-V/def2-TZVPD.

Positions of all 12 atoms, in Å:
C (0.31574, 2.79862, 0.64647)
C (-0.20622, 1.71811, 0.64111)
C (-0.75420, 0.37558, 0.55837)
C (0.16897, -0.56895, -0.07433)
C (1.23320, -1.10076, -0.57227)
C (-0.07836, -1.83812, -0.77383)
H (0.73121, 3.77651, 0.67713)
H (-1.67857, 0.35210, -0.03697)
H (-1.00807, -0.03321, 1.54387)
H (2.29871, -1.03791, -0.76365)
H (-0.66831, -1.75101, -1.69469)
H (-0.35410, -2.69097, -0.15121)

**F_max**: 0.69 eV Å⁻¹
**Orbital gap**: 10.314 eV
**ΔE to the lowest compared entry with this formula, charge and spin**: 107.7 kcal/mol
**LUMO energy**: 1.0 eV
**E_HOMO**: -9.281 eV

---

# 6
C6H6BrN3 in the gas phase at a distorted geometry, computed with ωB97M-V/def2-TZVPD.

Positions of all 16 atoms, in Å:
C (-2.68881, -1.02619, -0.83206)
C (-1.31390, -0.77002, -0.62358)
C (-0.60852, -1.67418, 0.08052)
C (-0.52868, 0.42143, -1.02777)
C (0.51150, 0.70024, -0.27279)
C (0.95026, -0.05918, 0.90475)
N (-3.20330, -2.17004, -0.48772)
N (-2.67662, -2.98154, 0.37713)
N (0.54926, -1.42797, 0.69690)
Br (-2.61988, -4.88317, -0.05087)
H (-3.40849, -0.45459, -1.41681)
H (-0.52329, 0.90902, -2.12333)
H (1.11332, 1.49361, -0.61257)
H (2.10581, -0.03033, 0.91622)
H (0.76827, 0.25962, 1.92411)
H (1.15779, -2.20698, 0.84758)

**F_max**: 4.06 eV Å⁻¹
**Orbital gap (spin up / spin down)**: 7.455 / 7.467 eV
**ΔE to the lowest compared entry with this formula, charge and spin**: 108.4 kcal/mol
**LUMO energy (spin up / spin down)**: -0.6 / -0.5 eV
**E_HOMO (spin up / spin down)**: -8.006 / -7.993 eV

---

# 7
A molecular structure, C6H6BrN3O2S at a distorted geometry, computed with ωB97M-V/def2-TZVPD.

Positions of all 19 atoms, in Å:
C (-0.34781, 2.18926, -0.13005)
C (-2.87828, 0.16172, 0.21063)
C (1.23218, -0.88262, 0.22507)
C (-1.42555, 1.83135, 0.84938)
C (-0.53187, 0.23268, 1.44963)
C (2.54407, -1.92435, -1.56380)
N (0.60224, 1.38723, -0.31662)
N (-2.63943, 1.42692, 0.24302)
N (0.52715, 0.25789, 0.41731)
O (1.28338, -1.84211, 0.93237)
O (1.82759, -0.82296, -1.03964)
S (-1.83188, -0.93468, 1.13616)
Br (-4.40273, -0.56473, -0.52263)
H (-0.26978, 3.13221, -0.87597)
H (-1.77248, 2.64488, 1.43381)
H (-0.17362, 0.31830, 2.44549)
H (3.30426, -1.62791, -2.17081)
H (1.93711, -2.62063, -2.12970)
H (3.01546, -2.36245, -0.59367)

**F_max**: 5.08 eV Å⁻¹
**Orbital gap**: 9.955 eV
**ΔE to the lowest compared entry with this formula, charge and spin**: 22.7 kcal/mol
**LUMO energy**: 0.5 eV
**E_HOMO**: -9.434 eV

---

# 8
A molecular structure, C6H6BrNO at a distorted geometry, computed with ωB97M-V/def2-TZVPD.

Positions of all 15 atoms, in Å:
C (1.52279, -0.60884, -1.24899)
C (0.48742, 0.32204, -1.06913)
C (1.87731, -1.41985, -0.16989)
C (0.37514, -0.44484, 1.17841)
C (-0.16654, 0.27145, 0.10400)
C (-1.52581, 1.01419, 0.24330)
N (1.36106, -1.28719, 1.02452)
O (-1.97839, 1.27675, 1.51740)
Br (-2.64764, -0.36998, -0.43621)
H (2.26878, -0.59291, -2.13991)
H (0.19933, 0.85203, -1.98849)
H (2.75692, -2.16774, -0.14450)
H (-0.19188, -0.45083, 2.08551)
H (-1.57864, 1.72515, -0.54358)
H (-2.75985, 1.88056, 1.58756)

**Multiplicity**: 3
**F_max**: 5.94 eV Å⁻¹
**Orbital gap (spin up / spin down)**: 5.407 / 5.594 eV
**ΔE to the lowest compared entry with this formula, charge and spin**: 10.2 kcal/mol
**LUMO energy (spin up / spin down)**: 0.5 / -3.5 eV
**E_HOMO (spin up / spin down)**: -4.937 / -9.083 eV

---

# 9
3 unconnected molecules or ions with the total composition C6H6BrNO5 at a distorted geometry, computed with ωB97M-V/def2-TZVPD.

Positions of all 19 atoms, in Å:
O (1.18732, 0.65245, 1.42017)
C (0.28603, 1.09671, 0.68248)
N (-0.31300, 0.27815, -0.20988)
C (0.07838, -1.05734, -0.41808)
O (1.31387, -1.49042, 0.02832)
C (-0.88969, -1.74256, -1.12087)
C (-2.05439, -0.87580, -1.23697)
C (-1.63144, 0.32116, -0.80765)
O (-2.27979, 1.47925, -0.57269)
H (-0.15434, 2.07433, 1.09018)
H (1.48510, -2.29428, -0.52431)
H (-1.00985, -2.81982, -1.33019)
H (-2.88638, -1.16961, -1.79095)
H (-3.21390, 1.42568, -1.00949)
O (1.93262, 3.07491, 0.68187)
C (2.00988, 2.15507, -0.03152)
O (2.13048, 1.41980, -0.92696)
Br (1.76944, -1.60280, 3.72664)
H (2.23966, -0.92489, 2.34988)

**F_max**: 5.08 eV Å⁻¹
**Orbital gap**: 8.120 eV
**LUMO energy**: -0.1 eV
**E_HOMO**: -8.177 eV

---

# 10
A molecular structure, C6H6CdO3 at a distorted geometry, computed with ωB97M-V/def2-TZVPD.

Positions of all 16 atoms, in Å:
O (-0.90008, 2.18731, 0.86169)
C (-0.02813, 1.59530, 1.64131)
O (0.50262, 2.10417, 2.62911)
C (1.49592, -1.90491, -1.64365)
H (2.03035, -2.52552, -0.90528)
H (2.25821, -1.20501, -2.02534)
C (0.91042, -2.74856, -2.76227)
H (0.44227, -2.11837, -3.53039)
H (1.70167, -3.34139, -3.23908)
H (0.14797, -3.43948, -2.37870)
C (0.07056, 0.21637, 1.12313)
C (0.96509, -0.22381, 0.22114)
C (0.51323, -1.07790, -0.87565)
O (-0.70104, -1.06172, -1.19617)
Cd (-1.60698, 0.51604, -0.17455)
H (1.96163, -0.28987, 0.78574)

**F_max**: 2.98 eV Å⁻¹
**Orbital gap**: 6.116 eV
**LUMO energy**: -1.7 eV
**E_HOMO**: -7.819 eV

---

# 11
A molecular structure, C6H6Cl2CrGaN2O3S at a distorted geometry, computed with ωB97M-V/def2-TZVPD.

Positions of all 22 atoms, in Å:
Cr (3.05572, 1.82695, -3.39845)
Ga (0.72288, -0.26526, 0.49777)
Cl (0.94013, 1.47593, -3.82672)
Cl (2.52940, 0.70236, -0.35605)
C (0.83774, -2.55198, -0.25120)
C (3.25849, 2.40187, -5.20998)
C (5.01163, 1.55711, -2.46870)
O (0.74950, -3.71181, -0.39564)
O (3.45984, 2.73676, -6.31287)
O (5.98337, 1.34527, -1.87171)
S (-0.11705, 1.68089, 1.47559)
C (-1.59334, 0.67410, 1.55897)
N (-1.94291, -0.40948, 0.76279)
C (-2.55095, -1.48896, 1.53391)
C (-2.72468, -0.83896, 2.90518)
N (-2.30350, 0.56277, 2.69856)
H (-1.81473, -0.52018, -0.24612)
H (-1.90001, -2.38046, 1.58143)
H (-3.46392, -1.77494, 0.99974)
H (-2.19460, -1.40077, 3.70185)
H (-3.78348, -0.80109, 3.12311)
H (-2.15953, 1.17987, 3.49856)

**Multiplicity**: 4
**Total charge**: +4
**F_max**: 9.89 eV Å⁻¹
**Orbital gap (spin up / spin down)**: 3.722 / 5.881 eV
**LUMO energy (spin up / spin down)**: -19.0 / -16.9 eV
**E_HOMO (spin up / spin down)**: -22.754 / -22.752 eV

---

# 12
A molecular structure, C6H6Cl2LaN2O3Sc at a distorted geometry, computed with ωB97M-V/def2-TZVPD.

Positions of all 21 atoms, in Å:
La (3.74684, -0.46527, -4.29438)
Sc (1.28946, -0.87168, 0.05016)
Cl (1.04529, -0.61939, -4.38958)
Cl (3.34689, -0.29293, 0.69516)
C (0.73895, -2.25409, 1.54820)
C (3.17764, -2.54361, -5.15222)
C (4.18073, -2.25253, -2.72407)
O (0.32883, -2.89276, 2.42210)
O (2.66900, -3.58709, -5.24462)
O (4.28183, -3.27661, -2.18717)
C (-1.77279, 2.86415, 2.26987)
N (-2.02568, 1.55212, 1.63533)
C (-3.41338, 1.02119, 1.65625)
C (-1.09652, 0.96322, 1.02182)
N (-0.16738, 0.43427, 0.42862)
H (-2.66847, 3.14274, 2.81840)
H (-1.52729, 3.63769, 1.52912)
H (-0.91613, 2.81522, 2.96141)
H (-3.82979, 1.00314, 0.62899)
H (-3.39815, -0.03143, 2.01131)
H (-3.98988, 1.65366, 2.31530)

**Total charge**: +4
**F_max**: 10.36 eV Å⁻¹
**Orbital gap**: 5.553 eV
**ΔE to the lowest compared entry with this formula, charge and spin**: 23.3 kcal/mol
**LUMO energy**: -16.6 eV
**E_HOMO**: -22.128 eV

---

# 13
C6H6Cl2N2O2 in the gas phase at a distorted geometry, computed with ωB97M-V/def2-TZVPD.

Positions of all 18 atoms, in Å:
C (-0.12250, 1.59235, 1.36644)
C (-0.80902, -0.47501, -0.54659)
C (-2.06732, 1.00873, 0.24220)
C (0.84801, 1.26490, 0.28620)
C (0.58501, -0.24287, -0.00551)
C (1.59115, -0.87500, -1.00736)
N (-1.30888, 1.54683, 1.05452)
N (-1.29452, -1.77564, -0.31116)
O (-2.40460, -1.86422, 0.14519)
O (-0.63342, -2.70722, -0.72319)
Cl (-3.25901, 1.67185, -0.73034)
Cl (0.85930, -1.17252, 1.57656)
H (0.11358, 1.69912, 2.36898)
H (0.58205, 1.72893, -0.65885)
H (1.85987, 1.60631, 0.62351)
H (1.46427, -0.38213, -1.93070)
H (1.48299, -1.87327, -1.14844)
H (2.51305, -0.75112, -0.60146)

**F_max**: 4.20 eV Å⁻¹
**Orbital gap (spin up / spin down)**: 7.138 / 7.140 eV
**ΔE to the lowest compared entry with this formula, charge and spin**: 119.8 kcal/mol
**LUMO energy (spin up / spin down)**: -1.4 / -1.4 eV
**E_HOMO (spin up / spin down)**: -8.547 / -8.548 eV

---

# 14
C6H6ClF in the gas phase at a distorted geometry, computed with ωB97M-V/def2-TZVPD.

Positions of all 14 atoms, in Å:
F (2.66148, -0.55032, 0.40879)
C (1.55658, -0.74115, -0.38861)
C (0.46039, 0.30989, -0.13969)
Cl (0.98376, 2.08362, -0.12870)
C (-0.14238, 0.39783, 1.16900)
C (-1.34214, 0.14399, 0.98500)
C (-1.70738, -0.03018, -0.48735)
C (-0.54261, 0.03682, -1.09881)
H (0.99857, -1.71137, 0.05390)
H (2.01269, -0.68735, -1.29793)
H (0.59442, 0.77561, 1.99480)
H (-2.32558, 0.09336, 1.77463)
H (-2.78608, -0.36290, -0.68763)
H (-0.42173, 0.24214, -2.15739)

**F_max**: 11.36 eV Å⁻¹
**Orbital gap**: 9.729 eV
**ΔE to the lowest compared entry with this formula, charge and spin**: 60.7 kcal/mol
**LUMO energy**: 0.4 eV
**E_HOMO**: -9.350 eV